DFT (ωB97M-V/def2-TZVPD) results for 12 unconnected molecules or ions with the total composition C26H76O12.

Geometry as ORCA input:
```
! wB97M-V def2-TZVPD RIJCOSX def2/J DEFGRID3
* xyz 0 1
C 4.977 -18.458 28.381
C 4.289 -17.570 27.346
C 4.624 -16.104 27.519
O 4.707 -17.946 26.013
H 5.483 -17.950 29.202
H 5.830 -18.927 27.873
H 4.339 -19.273 28.719
H 3.207 -17.722 27.345
H 5.711 -15.977 27.555
H 4.171 -15.718 28.430
H 4.318 -15.550 26.631
H 4.021 -18.502 25.611
C 3.942 -18.656 22.864
C 3.058 -19.747 23.429
C 3.812 -21.025 23.650
O 2.493 -19.284 24.680
H 4.233 -18.969 21.864
H 4.796 -18.539 23.536
H 3.483 -17.666 22.846
H 2.208 -19.847 22.742
H 4.199 -21.444 22.716
H 3.162 -21.810 24.050
H 4.675 -20.897 24.304
H 2.153 -20.058 25.139
C 1.816 -11.423 25.620
C 0.576 -10.565 25.788
C -0.440 -11.160 26.718
O 1.032 -9.350 26.409
H 2.441 -11.383 26.513
H 2.438 -10.980 24.832
H 1.586 -12.447 25.326
H 0.185 -10.295 24.803
H 0.027 -11.616 27.590
H -1.114 -11.853 26.220
H -1.016 -10.318 27.114
H 1.855 -9.123 25.957
C 9.752 -12.634 24.450
C 9.738 -11.701 23.257
C 9.317 -12.453 22.005
O 8.865 -10.576 23.477
H 10.525 -13.397 24.326
H 8.824 -13.218 24.504
H 9.866 -12.155 25.422
H 10.772 -11.395 23.057
H 9.183 -11.766 21.168
H 8.391 -13.002 22.183
H 10.082 -13.170 21.708
H 9.402 -9.882 23.865
C 0.998 -11.627 21.938
C 0.653 -10.200 21.552
C 1.900 -9.460 21.094
O -0.362 -10.159 20.549
H 0.170 -12.160 22.402
H 1.842 -11.565 22.627
H 1.290 -12.183 21.046
H 0.232 -9.638 22.391
H 2.339 -10.018 20.252
H 2.649 -9.395 21.882
H 1.680 -8.478 20.672
H 0.045 -10.267 19.684
C 4.019 -13.334 23.414
C 4.558 -14.023 22.168
C 4.047 -13.380 20.893
O 5.991 -13.951 22.181
H 4.629 -13.638 24.264
H 2.967 -13.574 23.583
H 4.080 -12.249 23.304
H 4.323 -15.088 22.222
H 4.627 -13.711 20.027
H 4.163 -12.292 20.909
H 3.010 -13.623 20.658
H 6.229 -13.012 22.135
C 5.185 -12.451 26.478
C 6.698 -12.368 26.294
C 7.060 -11.147 25.469
O 7.314 -12.322 27.595
H 4.650 -12.671 25.550
H 4.792 -11.500 26.855
H 4.929 -13.213 27.216
H 7.056 -13.280 25.812
H 6.282 -10.941 24.733
H 7.965 -11.296 24.873
H 7.233 -10.258 26.082
H 7.612 -11.424 27.758
C 6.030 -9.928 21.654
O 6.316 -11.041 22.478
H 5.677 -10.252 20.666
H 5.196 -9.368 22.090
H 6.882 -9.272 21.472
H 7.253 -11.009 22.731
C 6.664 -16.215 23.904
O 7.075 -17.448 24.497
H 6.128 -15.624 24.654
H 7.541 -15.709 23.519
H 5.965 -16.384 23.077
H 6.302 -17.777 24.978
C 4.292 -8.972 24.714
O 3.094 -8.223 24.558
H 4.242 -9.936 24.188
H 5.150 -8.490 24.237
H 4.482 -9.172 25.767
H 3.226 -7.512 23.929
C 2.362 -17.042 18.872
O 2.898 -16.911 17.584
H 1.274 -17.104 18.809
H 2.719 -17.948 19.369
H 2.555 -16.147 19.481
H 3.836 -17.127 17.641
C 5.852 -16.293 19.673
O 5.723 -16.438 18.267
H 6.329 -17.190 20.092
H 6.433 -15.424 19.978
H 4.876 -16.254 20.152
H 6.524 -16.152 17.824
*
```

The LUMO energy comes out at 0.1 eV. The value obtained for the total energy is -52761.6234 eV. The calculation puts the maximum force at 1.746 eV Å⁻¹. As for the frontier orbital gap: 9.6 eV.